C11H22N2O10 | ωB97M-V/def2-TZVPD

Energy above the lowest of the compared OMol25 structures with the same formula, charge and spin ... 119.7 kcal per mole
E ... -1293.8033 hartree
LUMO energy ... -0.6 eV
HOMO level ... -7.83 eV

Cartesian coordinates (Å):
1 C 1.0694 -3.7381 -1.0966
2 N 0.3776 -2.4474 -1.2869
3 C 0.0948 -1.7121 -0.1073
4 C 1.4292 -1.5409 -1.9669
5 C -0.9506 -2.4906 -2.0433
6 C -0.8707 -2.7091 -3.6095
7 O -2.0573 -3.1401 -4.1522
8 H 2.1781 -3.5523 -0.6201
9 H 1.2724 -4.2907 -2.1202
10 H 0.5629 -4.3174 -0.2739
11 H -0.5065 -2.2500 0.7218
12 H -0.1293 -0.7006 -0.0839
13 H 1.1553 -1.5989 0.3676
14 H 1.6990 -1.7117 -3.0531
15 H 2.2354 -1.3302 -1.3761
16 H 0.9669 -0.4472 -2.2492
17 H -1.7462 -1.7982 -2.1963
18 H -1.7536 -3.2865 -1.6808
19 H -0.0606 -3.2604 -3.8129
20 H -0.7265 -1.7703 -4.1959
21 H -2.1793 -3.4918 -5.0294
22 N 1.9707 2.2259 1.2935
23 O 1.7656 1.3511 0.4582
24 O 1.1653 2.5259 2.1412
25 O 3.1503 2.7786 1.2801
26 C 0.1322 3.7676 -0.8081
27 C 1.1048 4.7755 -0.3148
28 O 0.6725 5.9335 -0.8331
29 C -0.5068 5.7337 -1.6008
30 O -1.1386 6.6892 -2.0378
31 O -0.8985 4.6255 -1.4519
32 H -0.6515 3.5250 0.1513
33 H 0.5322 2.9932 -1.4774
34 H 2.0787 4.3868 -0.5149
35 H 1.2028 4.5951 0.8235
36 C -1.4500 0.1471 3.5000
37 C -1.4521 0.1467 5.1129
38 O -1.1136 -1.1603 5.3970
39 C -0.8418 -1.9023 4.3157
40 O -0.4647 -3.1104 4.3131
41 O -1.0876 -1.1762 3.1788
42 H -0.9296 1.0698 2.8764
43 H -2.3814 0.3046 3.1833
44 H -2.3339 0.6781 5.4539
45 H -0.5855 0.6808 5.4251